Entry 1:
Entry from the Open Molecules 2025 dataset: C3H6O in the gas phase (ωB97M-V with the def2-TZVPD basis set).

Energy relative to the best compared isomer or geometry (same formula, charge and spin) ... 90.0 kcal/mol
SMILES ... C[C@H]1CO1
Gap between HOMO and LUMO ... 9.72 eV

Structure (ORCA input):
```
! wB97M-V def2-TZVPD RIJCOSX def2/J DEFGRID3
* xyz 0 1
C -1.262 0.188 0.123
C -0.100 -0.711 -0.248
C 1.370 0.012 -0.001
O 0.788 -0.912 0.835
H -2.025 -0.373 0.684
H -1.758 0.583 -0.768
H -0.944 1.015 0.777
H 0.537 -0.553 -1.177
H 2.317 -0.346 -0.433
H 1.272 1.077 0.148
*
```

Okay, here come the Löwdin numbers, in e, for every atom: atom 1 (C): -0.0827, atom 2 (C): -0.2642, atom 3 (C): -0.1627, atom 4 (O): -0.0708, atom 5 (H): 0.0802, atom 6 (H): 0.0749, atom 7 (H): 0.0762, atom 8 (H): 0.1231, atom 9 (H): 0.1220, atom 10 (H): 0.1039

=====

Entry 2:
Entry from the Open Molecules 2025 dataset: a molecular structure, C22H17BClF2N7O4Os (ωB97M-V with the def2-TZVPD basis set).

Gap between HOMO and LUMO (alpha / beta) ... 4.05 / 3.89 eV

Structure (ORCA input):
```
! wB97M-V def2-TZVPD RIJCOSX def2/J DEFGRID3
* xyz 2 1
Os -0.222 -0.039 -1.422
O -1.195 5.602 -2.852
C -1.515 4.796 -3.853
O -1.969 5.177 -4.888
C -1.278 3.325 -3.641
C -1.581 2.317 -4.573
Cl -2.204 2.388 -6.119
N -1.221 1.120 -4.021
N -0.723 1.354 -2.797
C -0.728 2.639 -2.552
C -0.224 2.868 -1.162
O -0.110 3.932 -0.643
O 0.144 1.685 -0.592
C -1.279 -0.282 -4.246
C -0.239 -0.950 -3.503
C -0.347 -2.361 -3.367
C -1.433 -3.029 -3.901
C -2.372 -2.332 -4.652
C -2.314 -0.942 -4.832
H -0.838 5.162 -2.061
H 0.760 -0.559 -3.665
H 0.464 -2.914 -2.908
H -1.518 -4.102 -3.798
H -3.201 -2.874 -5.089
H -3.100 -0.408 -5.347
C 2.460 -0.074 0.741
C 1.422 -1.122 0.873
N 0.336 -1.272 0.066
C -0.380 -2.378 0.545
C 0.271 -2.867 1.612
N 1.390 -2.063 1.806
C 2.372 -2.234 2.909
N 2.458 -1.080 3.722
N 3.550 -0.250 3.596
N 3.410 0.737 4.374
C 2.209 0.608 5.058
C 1.624 1.431 6.022
C 0.413 1.029 6.535
C -0.209 -0.162 6.108
C 0.357 -0.983 5.156
C 1.584 -0.563 4.641
H 2.482 0.323 -0.271
H 3.444 -0.467 0.995
H 2.261 0.752 1.428
H -1.299 -2.710 0.096
H 0.049 -3.698 2.261
H 3.358 -2.415 2.485
H 2.050 -3.108 3.473
H 2.113 2.340 6.344
H -0.075 1.628 7.290
H -1.154 -0.444 6.552
H -0.117 -1.912 4.863
F -3.215 0.069 -1.937
B -2.285 -0.205 -1.047
F -2.635 -0.483 0.187
*
```

Okay, here come the Löwdin numbers, in e, for every atom: atom 1 (Os): 1.5679, atom 2 (O): 0.1828, atom 3 (C): -0.4761, atom 4 (O): 0.1537, atom 5 (C): 0.0111, atom 6 (C): -0.5398, atom 7 (Cl): 0.9240, atom 8 (N): -0.0079, atom 9 (N): -0.1086, atom 10 (C): -0.0798, atom 11 (C): -0.4318, atom 12 (O): 0.2017, atom 13 (O): -0.1515, atom 14 (C): -0.1507, atom 15 (C): -0.2032, atom 16 (C): -0.0218, atom 17 (C): -0.0085, atom 18 (C): 0.0549, atom 19 (C): 0.0471, atom 20 (H): 0.0949, atom 21 (H): 0.1478, atom 22 (H): 0.1336, atom 23 (H): 0.1349, atom 24 (H): 0.1448, atom 25 (H): 0.1334, atom 26 (C): 0.0246, atom 27 (C): -0.2721, atom 28 (N): -0.1083, atom 29 (C): -0.0862, atom 30 (C): 0.0117, atom 31 (N): 0.0380, atom 32 (C): -0.0359, atom 33 (N): -0.0721, atom 34 (N): 0.0524, atom 35 (N): 0.1016, atom 36 (C): -0.2119, atom 37 (C): 0.0102, atom 38 (C): -0.0568, atom 39 (C): -0.0576, atom 40 (C): -0.0143, atom 41 (C): -0.1723, atom 42 (H): 0.0776, atom 43 (H): 0.0961, atom 44 (H): 0.1098, atom 45 (H): 0.1198, atom 46 (H): 0.1448, atom 47 (H): 0.1519, atom 48 (H): 0.1507, atom 49 (H): 0.1258, atom 50 (H): 0.1151, atom 51 (H): 0.1147, atom 52 (H): 0.1053, atom 53 (F): 0.2342, atom 54 (B): -0.6770, atom 55 (F): 0.2273

=====

Largest force on an atom readings, ordered: 0.0460; 0.0146 hartree/bohr